Version A
A molecular structure, C4H6FN3, computed with wB97M-V/def2-TZVPD.

As for the charge: 0. As for the highest occupied orbital energy: -8.077 eV. The value obtained for the gap between HOMO and LUMO is 8.791 eV.

XYZ file:
```
14
Properties=species:S:1:pos:R:3:nbo_charge:R:1
C -0.44 -0.49 0.14 0.368
C 0.49 0.72 0.22 -0.576
C 0.46 1.12 -1.15 0.345
C -0.30 0.34 -1.92 -0.115
H 0.08 -2.22 2.76 0.382
H 0.82 -0.22 2.28 0.286
H 1.61 0.51 0.42 0.244
H 0.05 1.43 0.94 0.249
H -0.39 0.57 -2.94 0.220
H -1.71 -0.97 -1.47 0.393
N -0.25 -1.03 2.41 -0.615
N -0.78 -1.19 1.16 -0.279
N -0.74 -0.81 -1.23 -0.580
F 1.08 2.23 -1.61 -0.321
```

***

Version B
A single C4H6FN3 molecule, computed with wB97M-V/def2-TZVPD.

As for the charge: 0. As for the highest occupied orbital energy: -8.429 eV. Its SMILES is C=NN/C=N\C=C\F. The value obtained for the gap between HOMO and LUMO is 8.847 eV.

XYZ file:
```
14
Properties=species:S:1:pos:R:3:nbo_charge:R:1
C -0.27 -1.67 -0.51 -0.146
N 0.67 -1.18 -1.33 -0.226
N 0.28 0.15 -1.85 -0.514
C -0.65 0.90 -1.18 0.265
N -0.67 1.15 0.04 -0.476
C 0.41 0.95 0.90 -0.130
C 0.19 0.57 2.29 0.206
F 1.32 0.35 3.05 -0.358
H -0.01 -2.80 -0.24 0.201
H -1.32 -1.37 -0.20 0.205
H 0.57 0.29 -2.75 0.392
H -1.40 1.33 -1.77 0.168
H 1.49 0.78 0.50 0.216
H -0.60 0.55 3.06 0.197
```

***

Stability, descending: version A, version B